[1]
Molecular formula: C2H4LiOYb
Method: DFT, ωB97M-V/def2-TZVPD

Values from the calculation:
Energy relative to the best compared isomer or geometry (same formula, charge and spin) = 0.0 kJ/mol
E = -1319.88717 Ha
HOMO level (alpha / beta) = -5.20 / -5.15 eV
2S+1 = 2
⟨S²⟩ = 0.75
Largest force on an atom = 3.07 eV/A
Gap between HOMO and LUMO (alpha / beta) = 4.24 / 4.19 eV

```
9
Properties=species:S:1:pos:R:3:forces:R:3
Yb 0.412 1.248 -0.026 0.490 -3.030 0.093
O 1.456 -0.690 0.023 -0.616 1.015 -0.060
C -0.017 -1.935 0.069 -2.059 0.198 0.014
C -1.260 -1.199 0.080 1.073 -0.381 0.016
Li 3.168 -0.987 -0.052 -0.670 0.114 0.031
H -1.877 -1.263 -0.825 0.309 0.232 0.275
H -1.824 -1.199 1.022 0.289 0.185 -0.329
H 0.139 -2.558 -0.825 0.587 0.821 0.199
H 0.179 -2.533 0.973 0.596 0.845 -0.238
```
Forces are in eV/Å.

=====

[2]
Molecular formula: C2H4N
Method: DFT, ωB97M-V/def2-TZVPD

Values from the calculation:
Energy relative to the best compared isomer or geometry (same formula, charge and spin) = 183.1 kJ/mol
E = -132.94541 Ha
HOMO level = -15.86 eV
Largest force on an atom = 11.19 eV/A
Net charge = +1
SMILES = C#C[NH3+]
Gap between HOMO and LUMO = 11.00 eV

```
7
Properties=species:S:1:pos:R:3:forces:R:3
N -0.953 -0.074 0.070 -1.475 -0.731 -2.140
C 0.397 0.228 -0.023 10.352 0.416 1.133
C 1.701 0.270 0.137 -11.107 -0.473 -1.281
H -1.504 0.528 -0.701 0.807 -0.947 2.715
H 2.661 0.167 -0.228 1.911 0.160 -0.111
H -1.082 -1.063 -0.352 0.077 1.345 1.216
H -1.222 -0.057 1.098 -0.565 0.230 -1.532
```
Forces are in eV/Å.

=====

[3]
Molecular formula: C2H4N2
Method: DFT, ωB97M-V/def2-TZVPD

Values from the calculation:
Energy relative to the best compared isomer or geometry (same formula, charge and spin) = 202.3 kJ/mol
E = -188.04127 Ha
HOMO level = -9.30 eV
Largest force on an atom = 3.79 eV/A
SMILES = [H]/N=C\N=C
Gap between HOMO and LUMO = 9.80 eV

```
8
Properties=species:S:1:pos:R:3:forces:R:3
N 0.353 0.348 0.126 0.313 3.598 -1.139
N 0.223 -1.888 -0.219 0.192 0.422 -0.140
C 0.262 -0.887 0.577 -0.794 -2.563 -0.721
C -0.333 1.370 -0.190 2.441 -1.011 -0.319
H -1.327 1.557 0.084 -1.698 -0.073 0.435
H 0.146 2.146 -0.831 -0.203 -0.461 0.700
H 0.353 -1.411 -1.094 -0.238 -0.556 -1.505
H 0.322 -1.235 1.547 -0.013 0.644 2.688
```
Forces are in eV/Å.

=====

[4]
Molecular formula: C2H4N2O
Method: DFT, ωB97M-V/def2-TZVPD

Values from the calculation:
Energy relative to the best compared isomer or geometry (same formula, charge and spin) = 250.4 kJ/mol
E = -263.26789 Ha
HOMO level = -9.73 eV
Largest force on an atom = 5.67 eV/A
SMILES = C=NNC=O
Gap between HOMO and LUMO = 10.33 eV

```
9
Properties=species:S:1:pos:R:3:forces:R:3
O 2.606 -0.115 -0.124 -2.197 -0.137 1.703
N 0.397 -0.693 0.123 1.024 -0.416 0.593
N -0.876 -0.718 -0.325 -0.011 -0.179 -0.251
C -1.507 0.302 -0.055 -3.600 3.540 2.577
C 1.393 0.190 -0.033 3.814 0.462 -3.419
H -1.237 1.217 0.619 0.479 -1.689 -1.421
H 0.570 -1.607 0.415 1.525 -1.450 0.338
H 1.259 1.177 -0.529 -1.424 -0.209 0.934
H -2.605 0.247 -0.092 0.391 0.078 -1.055
```
Forces are in eV/Å.

=====

[5]
Molecular formula: C2H4N2O
Method: DFT, ωB97M-V/def2-TZVPD

Values from the calculation:
Energy relative to the best compared isomer or geometry (same formula, charge and spin) = 315.1 kJ/mol
E = -263.24325 Ha
HOMO level = -9.34 eV
Largest force on an atom = 0.44 eV/A
Gap between HOMO and LUMO = 9.92 eV

```
9
Properties=species:S:1:pos:R:3:forces:R:3
O 1.901 -1.630 -1.070 -0.299 0.277 0.046
N 0.466 -0.296 0.108 0.041 0.024 -0.049
N -1.003 0.900 1.323 0.120 0.164 -0.263
C 1.031 -0.798 -1.056 0.069 -0.063 -0.059
C -0.486 0.679 0.090 0.216 -0.237 0.300
H -1.696 0.425 0.303 -0.191 0.007 0.043
H 0.574 -0.346 -1.953 0.128 -0.074 0.084
H 0.828 -0.649 0.995 -0.087 0.034 -0.091
H -1.616 1.717 1.261 0.003 -0.132 -0.012
```
Forces are in eV/Å.

=====

[6]
Molecular formula: C2H4N2O
Method: DFT, ωB97M-V/def2-TZVPD

Values from the calculation:
Energy relative to the best compared isomer or geometry (same formula, charge and spin) = 673.8 kJ/mol
E = -263.10663 Ha
HOMO level (alpha / beta) = -8.61 / -8.57 eV
Largest force on an atom = 1.81 eV/A
Gap between HOMO and LUMO (alpha / beta) = 8.10 / 8.16 eV

```
9
Properties=species:S:1:pos:R:3:forces:R:3
O 2.010 0.444 0.025 -0.631 -0.207 0.003
N 0.698 0.252 -0.433 0.878 -1.085 -0.504
N 0.202 -0.859 0.238 0.380 1.149 0.410
C -1.111 -0.854 0.305 -0.217 -0.594 -0.104
C -1.752 0.260 0.113 1.249 0.790 -0.741
H 2.534 0.550 -0.779 -0.091 0.072 -0.004
H 0.788 -1.240 0.978 -0.034 0.064 -0.177
H -2.710 0.456 -0.341 -0.021 0.041 0.142
H -0.659 0.990 -0.106 -1.513 -0.230 0.974
```
Forces are in eV/Å.

=====

[7]
Molecular formula: C2H4N2O
Method: DFT, ωB97M-V/def2-TZVPD

Values from the calculation:
Energy relative to the best compared isomer or geometry (same formula, charge and spin) = 108.5 kJ/mol
E = -263.32196 Ha
HOMO level = -9.97 eV
Largest force on an atom = 2.08 eV/A
SMILES = [H]/N=C/NC=O
Gap between HOMO and LUMO = 10.77 eV

```
9
Properties=species:S:1:pos:R:3:forces:R:3
O -1.982 0.570 1.590 0.219 0.264 -0.387
N 0.045 0.700 0.520 0.002 -0.942 0.619
N 1.257 -1.312 -0.047 -0.446 0.958 0.176
C -1.298 0.420 0.603 -0.130 -0.241 0.190
C 0.924 -0.133 -0.349 -0.684 0.437 0.881
H 1.868 -1.915 -0.617 -0.402 1.105 -0.219
H 0.421 1.093 1.379 0.152 -0.426 -0.061
H 1.048 0.607 -1.128 1.259 -1.003 -1.321
H -1.715 0.072 -0.360 0.030 -0.153 0.121
```
Forces are in eV/Å.

=====

[8]
Molecular formula: C2H4N2O
Method: DFT, ωB97M-V/def2-TZVPD

Values from the calculation:
Energy relative to the best compared isomer or geometry (same formula, charge and spin) = 47.0 kJ/mol
E = -263.34536 Ha
HOMO level = -10.19 eV
Largest force on an atom = 0.56 eV/A
SMILES = [H]/N=C/NC=O
Gap between HOMO and LUMO = 11.12 eV

```
9
Properties=species:S:1:pos:R:3:forces:R:3
O 2.123 -0.990 -0.572 -0.369 -0.071 -0.409
N -0.642 0.822 1.643 -0.224 0.022 -0.354
N -0.028 -0.728 0.082 0.300 0.020 0.283
C -0.778 0.409 0.454 0.081 0.121 0.154
C 0.998 -0.668 -0.867 0.262 -0.084 0.001
H -1.225 1.633 1.828 -0.143 -0.068 -0.019
H 0.717 -0.376 -1.891 -0.106 0.188 0.183
H 0.415 -1.079 0.926 -0.080 -0.062 0.165
H -1.449 0.836 -0.298 0.279 -0.067 -0.004
```
Forces are in eV/Å.

=====

[9]
Molecular formula: C2H4N2O
Method: DFT, ωB97M-V/def2-TZVPD

Values from the calculation:
Energy relative to the best compared isomer or geometry (same formula, charge and spin) = 252.0 kJ/mol
E = -263.26729 Ha
HOMO level = -9.53 eV
Largest force on an atom = 4.03 eV/A
Gap between HOMO and LUMO = 9.88 eV

```
9
Properties=species:S:1:pos:R:3:forces:R:3
O -0.932 0.698 -2.337 -0.277 1.066 0.031
N -0.979 0.623 -0.018 -1.497 0.085 1.349
N 0.662 -0.813 0.722 0.054 0.320 -2.185
C -0.514 0.758 -1.229 2.642 -3.035 -0.234
C -0.451 -0.143 0.924 0.919 2.489 -0.811
H 0.854 0.487 -1.179 -1.201 1.112 -0.226
H -0.768 0.082 1.941 -0.510 -0.653 -0.014
H 0.985 -1.400 1.479 0.660 0.373 -0.374
H 1.144 -0.291 -0.303 -0.790 -1.758 2.463
```
Forces are in eV/Å.

=====

[10]
Molecular formula: C2H4N2O
Method: DFT, ωB97M-V/def2-TZVPD

Values from the calculation:
Energy relative to the best compared isomer or geometry (same formula, charge and spin) = 256.2 kJ/mol
E = -263.26568 Ha
HOMO level = -9.74 eV
Largest force on an atom = 4.47 eV/A
SMILES = [H]/N=N/CC=O
Gap between HOMO and LUMO = 10.01 eV

```
9
Properties=species:S:1:pos:R:3:forces:R:3
O -0.694 0.270 -1.897 0.245 0.749 -0.454
N 0.954 -0.319 0.659 0.072 1.537 -0.438
N 1.725 0.680 0.517 -1.116 -2.555 -0.226
C -0.983 -0.365 -0.940 1.878 1.369 2.058
C -0.473 0.068 0.603 1.152 1.579 -4.023
H -1.111 -0.472 1.221 -0.765 -0.648 1.645
H 2.636 0.201 0.365 -0.024 0.683 0.476
H -1.526 -1.256 -1.068 -1.110 -1.633 0.307
H -0.529 1.192 0.540 -0.332 -1.081 0.655
```
Forces are in eV/Å.

=====

Q: Number 5 is which compound?
A: C2H4N2O

=====

Copy entry 6 word for word.
Molecular formula: C2H4N2O
Method: DFT, ωB97M-V/def2-TZVPD

Values from the calculation:
Energy relative to the best compared isomer or geometry (same formula, charge and spin) = 673.8 kJ/mol
E = -263.10663 Ha
HOMO level (alpha / beta) = -8.61 / -8.57 eV
Largest force on an atom = 1.81 eV/A
Gap between HOMO and LUMO (alpha / beta) = 8.10 / 8.16 eV

```
9
Properties=species:S:1:pos:R:3:forces:R:3
O 2.010 0.444 0.025 -0.631 -0.207 0.003
N 0.698 0.252 -0.433 0.878 -1.085 -0.504
N 0.202 -0.859 0.238 0.380 1.149 0.410
C -1.111 -0.854 0.305 -0.217 -0.594 -0.104
C -1.752 0.260 0.113 1.249 0.790 -0.741
H 2.534 0.550 -0.779 -0.091 0.072 -0.004
H 0.788 -1.240 0.978 -0.034 0.064 -0.177
H -2.710 0.456 -0.341 -0.021 0.041 0.142
H -0.659 0.990 -0.106 -1.513 -0.230 0.974
```
Forces are in eV/Å.

=====

Q: The lowest largest force on an atom belongs to which entry?
A: number 5

=====

Q: The highest energy relative to the best compared isomer or geometry (same formula, charge and spin) belongs to which entry?
A: number 6